Here is a cluster of 13 separate species, C42H86F12N10O18S2 in total at a distorted geometry from OMol25. Energies are from ωB97M-V with the def2-TZVPD basis set.

ORCA input file:
```
! RIJCOSX wB97M-V def2-TZVPD def2/J DEFGRID3
* xyz -2 3
S 12.26828 -22.13173 22.75737
S 12.68155 -23.14728 20.37498
F 11.49575 -25.54368 19.55664
F 8.67393 -32.36495 23.03547
F 7.57177 -30.88799 24.05773
F 19.86809 -28.38283 26.23655
F 13.56163 -25.70134 20.36328
F 18.90735 -29.95383 27.23503
F 13.31812 -25.08637 18.47501
F 13.85942 -22.48731 24.92554
F 19.20270 -30.02848 25.10668
F 11.96179 -23.49875 25.06811
F 7.07948 -31.45666 22.02424
F 12.04413 -21.44508 25.42004
O 13.17156 -21.00578 22.49713
O 7.18332 -30.69714 13.44523
O 16.17148 -32.32812 21.38827
O 10.53617 -30.18155 22.72855
O 10.97731 -25.13518 12.86250
O 19.99596 -16.34434 21.05963
O 19.57959 -25.64227 17.43628
O 16.19848 -29.35579 25.70622
O 9.39936 -15.30837 13.82100
O 8.84808 -28.80792 22.78429
O 4.85777 -24.45049 16.22038
O 10.83023 -21.84017 22.71541
O 11.37299 -22.55710 19.98532
O 17.42064 -27.69535 24.82392
O 13.84193 -22.45039 19.83031
O 6.17118 -13.49788 22.44827
O 4.52875 -22.16471 29.06106
O 12.79707 -26.82106 23.96210
N 5.28928 -20.51941 30.15321
N 17.81646 -32.72936 19.91182
N 18.51820 -17.83171 21.46788
N 6.95576 -24.15596 15.67817
N 8.43705 -28.95373 13.06718
N 19.40681 -24.92747 15.40741
N 12.70899 -23.50095 22.12153
N 10.16990 -15.82581 15.00384
N 5.52078 -14.53223 23.30714
N 11.11622 -24.67712 10.69044
C 3.70728 -12.77564 23.99035
C 17.38356 -28.56751 25.90702
C 10.93969 -14.80950 15.81079
C 7.87426 -29.80952 13.87459
C 7.59073 -15.55179 24.33391
C 8.05424 -29.58139 15.32193
C 12.21598 -16.83849 16.91449
C 6.39061 -21.03425 28.08732
C 19.40477 -24.72090 16.68165
C 17.06274 -31.93557 20.63201
C 3.31429 -14.32330 22.13273
C 11.61213 -15.45602 17.15869
C 8.11954 -31.19309 22.86194
C 9.13078 -30.10087 22.37982
C 17.94911 -26.40071 24.88162
C 5.47331 -15.84508 25.37113
C 9.99763 -13.64542 16.30557
C 12.59558 -22.38762 24.69555
C 7.88365 -27.99160 22.06945
C 17.41216 -30.47186 20.58075
C 8.00089 -26.64212 22.81329
C 4.03932 -15.57797 25.60693
C 12.71667 -25.01102 19.63177
C 17.85889 -25.70488 23.50520
C 12.01685 -14.22870 14.90223
C 11.66973 -24.87631 11.88736
C 4.05094 -14.17461 23.50066
C 5.70814 -24.37173 15.42816
C 5.33438 -21.28918 29.08375
C 11.26600 -17.73067 15.97309
C 18.76504 -16.61567 21.13685
C 3.31278 -15.21784 24.37078
C 10.79270 -17.09180 14.64565
C 19.02561 -23.32931 17.18359
C 6.59496 -13.58697 25.55166
C 11.95792 -17.03920 13.61741
C 13.20525 -24.71005 11.97205
C 6.26732 -14.77242 24.61088
C 9.73882 -18.12413 14.28719
C 18.80372 -29.18455 26.09522
C 5.44014 -24.50272 13.95658
C 17.70267 -15.56053 20.84490
H 6.85458 -28.34449 22.13725
H 18.82048 -24.28636 14.89234
H 3.55313 -16.48645 25.96245
H 17.73247 -15.20840 19.81378
H 11.76957 -24.42693 9.96199
H 6.27327 -21.59881 27.16233
H 12.51589 -14.90458 17.41800
H 19.81845 -25.75613 15.00248
H 17.82173 -14.71957 21.52806
H 13.74275 -25.51563 11.47182
H 8.10538 -27.78069 21.02329
H 17.57368 -18.13788 21.65295
H 3.04011 -16.11793 23.81979
H 5.57533 -16.82420 24.90315
H 19.01914 -26.37192 25.08732
H 12.20990 -27.48444 23.59230
H 4.64533 -25.24690 13.90578
H 11.81190 -16.25104 12.87877
H 2.76185 -12.74815 24.53212
H 12.95473 -16.76899 13.96591
H 7.53782 -25.82477 22.26047
H 9.18176 -30.07270 21.29138
H 19.22437 -18.55362 21.48429
H 10.91301 -15.41750 17.99406
H 12.46385 -13.38317 15.42508
H 16.66984 -29.86597 21.10033
H 8.01621 -28.54925 15.67028
H 11.69870 -18.68481 15.67229
H 7.65650 -24.42601 15.00280
H 17.36349 -30.08731 19.56200
H 9.82225 -18.04205 13.20349
H 8.33703 -14.79689 24.08638
H 4.87780 -23.62230 13.64555
H 7.65387 -26.63944 23.84656
H 3.54302 -12.06697 23.17863
H 12.89929 -14.82686 14.67507
H 5.83022 -13.17098 26.20758
H 8.02364 -16.01959 25.21813
H 17.68413 -33.72981 19.87080
H 18.46763 -32.36494 19.23118
H 19.06152 -23.52638 18.25503
H 8.71534 -28.04550 13.41033
H 13.57709 -23.76308 11.58079
H 3.92366 -14.85323 26.41282
H 10.65213 -12.78645 16.45358
H 9.62627 -13.90077 17.29804
H 4.31853 -12.46362 24.83718
H 7.18844 -30.08986 15.74615
H 18.37691 -30.32267 21.06561
H 4.58083 -20.75016 30.83509
H 7.37577 -13.81086 26.27850
H 7.30060 -21.37132 28.58370
H 7.33794 -23.77553 16.53216
H 18.00617 -23.10272 16.87135
H 16.88843 -25.26731 23.27104
H 12.73959 -26.04842 23.39525
H 9.06578 -26.42083 22.88500
H 5.87467 -16.05643 26.36227
H 6.62297 -19.99042 27.87629
H 16.72395 -15.94591 21.13072
H 3.53642 -13.51722 21.43345
H 2.23014 -14.42884 22.09291
H 5.52036 -19.54661 30.01046
H 10.07017 -19.13643 14.51859
H 2.29470 -14.92720 24.62994
H 11.56195 -13.84273 13.98998
H 6.31540 -24.72529 13.34625
H 17.33328 -25.78351 25.53577
H 8.90586 -30.15528 15.68727
H 17.88924 -26.49612 22.75612
H 10.13965 -24.84665 10.49634
H 12.06924 -17.97734 13.07371
H 6.79463 -12.64874 25.03402
H 8.27898 -28.98998 12.07028
H 13.26549 -16.72279 16.64386
H 3.64581 -15.26192 21.68868
H 8.70589 -17.85112 14.50311
H 12.32458 -17.45257 17.80847
H 7.68415 -16.26785 23.51744
H 18.58845 -24.91390 23.33145
H 13.45148 -24.85073 13.02452
H 13.68530 -27.18336 23.92470
H 10.44745 -18.03071 16.62735
H 9.19532 -13.44790 15.59467
H 17.11289 -28.09453 26.85102
H 19.58709 -22.46646 16.82538
*
```

highest occupied orbital energy (alpha / beta)	-0.084 / -0.084	Ha

Results of the Löwdin charge analysis, in e, for atoms 1 through 99:
1. S 0.554
2. S 0.718
3. F 0.148
4. F 0.148
5. F 0.112
6. F 0.102
7. F 0.122
8. F 0.069
9. F 0.152
10. F 0.171
11. F 0.098
12. F 0.104
13. F 0.088
14. F 0.153
15. O -0.349
16. O 0.040
17. O 0.037
18. O -0.310
19. O 0.018
20. O -0.042
21. O 0.053
22. O -0.291
23. O -0.060
24. O -0.138
25. O 0.094
26. O -0.336
27. O -0.351
28. O -0.110
29. O -0.327
30. O -0.021
31. O 0.065
32. O 0.382
33. N 0.137
34. N 0.144
35. N 0.165
36. N 0.172
37. N 0.159
38. N 0.149
39. N -0.333
40. N -0.022
41. N 0.014
42. N 0.145
43. C -0.034
44. C -0.489
45. C -0.425
46. C -0.681
47. C -0.049
48. C -0.004
49. C -0.163
50. C -0.002
51. C -0.667
52. C -0.627
53. C -0.058
54. C -0.107
55. C -0.573
56. C -0.476
57. C -0.282
58. C -0.182
59. C -0.020
60. C -0.716
61. C -0.237
62. C -0.012
63. C -0.088
64. C -0.220
65. C -0.667
66. C -0.082
67. C -0.058
68. C -0.600
69. C -0.467
70. C -0.721
71. C -0.679
72. C -0.125
73. C -0.600
74. C -0.174
75. C -0.532
76. C -0.002
77. C -0.038
78. C -0.025
79. C -0.007
80. C -0.454
81. C -0.050
82. C -0.514
83. C -0.013
84. C -0.002
85. H 0.105
86. H 0.108
87. H 0.120
88. H 0.083
89. H 0.101
90. H 0.095
91. H 0.108
92. H 0.121
93. H 0.079
94. H 0.075
95. H 0.104
96. H 0.118
97. H 0.121
98. H 0.128
99. H 0.102